# C46H88N6O3

A cluster of 7 separate species, C46H88N6O3 in total at a distorted geometry (ωB97M-V/def2-TZVPD, the OMol25 dataset).

Values from the calculation:
F_max = 2.05 eV/Å
HOMO-LUMO gap = 6.84 eV
2S+1 = 1
E_tot = -2359.7378 Eh
charge = 0
SMILES = O=C1c2ccccc2C(=O)c2ccccc21.CCN(CC)CC.CCN(CC)CC.CCN(CC)CC.CCN(CC)CC.CCN(CC)CC.CC(N)=O

Last column: Mulliken charge in e.
Cartesian coordinates (Å):
O -0.831 -0.246 7.525  -0.6480
C -0.056 -0.966 6.938  0.5106
C 0.668 -0.536 5.713  0.3222
C 0.592 0.789 5.339  -0.8912
C 1.116 1.211 4.126  -0.9543
C 1.794 0.286 3.337  -0.2218
C 2.032 -0.995 3.799  -0.5882
C 1.432 -1.437 4.969  0.3023
C 1.710 -2.815 5.463  0.4505
O 2.450 -3.562 4.860  -0.5854
C 1.063 -3.223 6.737  0.3044
C 1.251 -4.508 7.244  -0.5223
C 0.760 -4.879 8.483  -0.5352
C 0.026 -3.962 9.228  -0.5082
C -0.222 -2.703 8.702  -0.5751
C 0.225 -2.350 7.431  0.3728
H 0.042 1.514 5.924  0.4528
H 1.169 2.260 3.867  0.5347
H 2.206 0.543 2.367  0.7380
H 2.550 -1.693 3.156  0.3876
H 1.764 -5.249 6.642  0.4357
H 0.940 -5.896 8.805  0.3966
H -0.330 -4.221 10.216  0.3979
H -0.717 -1.965 9.320  0.4115
C 0.057 2.939 -4.568  -1.1637
C -0.267 4.079 -3.603  -0.4969
N -1.667 4.093 -3.204  0.3086
C -2.068 5.349 -2.582  -0.3109
C -3.578 5.441 -2.460  -1.0323
C -2.013 2.937 -2.395  0.8592
C -3.088 2.080 -3.070  -1.4311
H 0.008 1.943 -4.128  0.1277
H 1.087 3.079 -4.906  0.3306
H -0.611 3.002 -5.426  0.3629
H 0.379 4.012 -2.708  0.3275
H -0.028 5.001 -4.135  0.4993
H -1.578 5.529 -1.612  0.2820
H -1.758 6.139 -3.273  0.4214
H -3.867 6.440 -2.127  0.4418
H -4.047 5.210 -3.414  0.3582
H -3.945 4.749 -1.699  -0.0527
H -2.434 3.184 -1.411  -0.1539
H -1.138 2.303 -2.223  -0.6593
H -3.282 1.144 -2.538  0.3142
H -2.844 1.875 -4.113  0.3099
H -4.044 2.610 -3.105  0.3072
C 1.350 -4.500 0.018  -1.5983
C 2.324 -3.834 0.989  0.4379
N 3.735 -3.975 0.683  0.1959
C 4.152 -3.408 -0.597  -1.2758
C 4.034 -1.874 -0.669  -0.2711
C 4.560 -3.569 1.802  -0.0652
C 4.933 -4.758 2.687  -1.5436
H 1.554 -5.524 -0.283  0.3377
H 1.232 -3.846 -0.852  0.2584
H 0.370 -4.480 0.505  0.4646
H 2.034 -2.770 1.096  -0.0749
H 2.152 -4.275 1.977  0.1995
H 5.219 -3.632 -0.676  0.4644
H 3.633 -3.901 -1.417  0.4282
H 4.638 -1.472 -1.483  0.4242
H 3.010 -1.543 -0.876  -0.0928
H 4.298 -1.429 0.292  0.2925
H 4.143 -2.735 2.376  -0.1564
H 5.510 -3.191 1.401  0.5614
H 5.431 -5.525 2.100  0.3842
H 3.990 -5.119 3.107  0.2330
H 5.582 -4.498 3.526  0.4154
C -3.939 4.699 1.385  -1.1961
C -4.521 3.319 1.106  0.4067
N -4.866 2.575 2.309  0.0953
C -6.006 3.144 2.965  -0.3024
C -6.460 2.393 4.220  -1.4365
C -5.089 1.153 2.034  -0.5588
C -4.014 0.489 1.224  -1.3926
H -4.523 5.235 2.136  0.4402
H -3.997 5.329 0.500  0.2423
H -2.936 4.580 1.793  0.2995
H -5.387 3.433 0.425  0.2205
H -3.775 2.744 0.560  -0.5026
H -5.923 4.195 3.229  0.3211
H -6.915 3.132 2.317  0.3537
H -5.603 2.071 4.825  0.3692
H -6.988 3.077 4.887  0.4044
H -7.077 1.517 4.035  0.3216
H -6.081 1.008 1.566  0.3382
H -5.113 0.643 2.997  0.4860
H -3.967 0.659 0.152  0.3292
H -4.079 -0.595 1.387  0.4921
H -3.036 0.648 1.700  0.3208
C 7.137 1.593 -0.936  -1.5191
C 5.808 1.701 -1.653  0.0560
N 5.325 3.050 -1.830  0.1661
C 4.147 3.079 -2.722  0.1220
C 4.572 3.071 -4.178  -1.4161
C 5.089 3.731 -0.575  -1.2727
C 4.218 3.032 0.436  -0.2991
H 7.094 2.092 0.031  0.3097
H 7.880 2.136 -1.527  0.3282
H 7.446 0.558 -0.822  0.4194
H 5.867 1.177 -2.614  0.4304
H 5.081 1.017 -1.160  -0.1203
H 3.612 3.991 -2.457  0.4388
H 3.484 2.219 -2.533  -0.0879
H 5.036 2.124 -4.444  0.2767
H 5.262 3.894 -4.368  0.3371
H 3.722 3.252 -4.841  0.3909
H 6.044 4.060 -0.146  0.4105
H 4.688 4.739 -0.750  0.4862
H 3.992 3.680 1.293  0.5454
H 3.229 2.777 0.054  -0.1450
H 4.663 2.151 0.905  0.2212
C -2.039 -3.548 -2.410  -1.0289
C -2.680 -4.336 -3.539  -0.5845
N -2.991 -3.527 -4.698  0.1580
C -1.800 -2.978 -5.334  -0.2202
C -2.086 -1.724 -6.151  -1.4321
C -3.801 -4.236 -5.687  -0.4070
C -5.233 -4.484 -5.246  -1.2277
H -0.971 -3.372 -2.558  0.2319
H -2.071 -4.173 -1.514  0.4729
H -2.519 -2.578 -2.285  0.1497
H -2.078 -5.242 -3.756  0.3028
H -3.621 -4.770 -3.193  0.3384
H -1.044 -2.733 -4.589  0.2651
H -1.320 -3.747 -5.967  0.2134
H -2.795 -1.076 -5.632  0.3294
H -1.197 -1.096 -6.259  0.4437
H -2.446 -1.954 -7.153  0.3635
H -3.337 -5.224 -5.890  0.3045
H -3.771 -3.686 -6.625  0.3244
H -5.810 -3.555 -5.254  0.2928
H -5.305 -4.932 -4.257  0.3190
H -5.770 -5.152 -5.924  0.3839
C 1.174 1.144 -0.460  -0.3665
C 0.351 -0.001 -0.946  0.2653
N -0.985 0.026 -0.667  0.4240
O 0.773 -0.824 -1.743  -0.6432
H 2.197 0.782 -0.301  0.0366
H 0.975 1.530 0.544  0.3973
H 1.244 1.953 -1.185  -0.0592
H -1.576 -0.574 -1.219  -0.0694
H -1.361 0.838 -0.211  -0.0646